Record 1
The following is a quantum chemistry calculation of the molecule C3H7NSi, from the Open Molecules 2025 dataset.

Calculated values
E_LUMO (Eh): 0.0331
E_HOMO (eV): -9.7
Energy above the lowest of the compared OMol25 structures with the same formula, charge and spin (kcal/mol): 50.1
Gap between HOMO and LUMO (eV): 10.5946

Each line ends with the Mulliken charge.
Positions of all 12 atoms, in Å:
H  1.51  -1.56  -1.23  0.318
H  -1.01  -2.01  -1.88  0.207
H  -1.35  2.55  0.72  0.253
C  -0.69  -1.14  -1.24  -0.641
C  0.63  -0.95  -1.03  -0.241
H  -1.23  0.68  1.55  0.494
Si  1.10  0.04  0.59  0.423
H  -1.52  -0.51  -0.97  0.272
C  -0.37  1.03  1.03  -0.291
N  -0.47  2.14  0.43  -0.531
H  1.02  -1.02  1.46  -0.128
H  2.37  0.74  0.58  -0.136


Record 2
The following is a quantum chemistry calculation of the molecule CH2N2OS2, from the Open Molecules 2025 dataset.

Calculated values
E_LUMO (spin up / spin down) (Eh): -0.0293 / -0.0292
E_HOMO (spin up / spin down) (eV): -8.7 / -8.7
Energy above the lowest of the compared OMol25 structures with the same formula, charge and spin (kcal/mol): 59.6
Gap between HOMO and LUMO (spin up / spin down) (eV): 7.9035 / 7.9132

Each line ends with the Mulliken charge.
Positions of all 8 atoms, in Å:
S  1.09  -0.41  0.33  0.439
C  -0.50  -0.49  1.07  -0.284
N  0.58  0.97  -0.62  -0.326
O  1.26  -1.58  -0.52  -0.519
S  -1.07  1.26  -0.81  0.279
N  -1.65  0.32  0.28  -0.241
H  1.18  1.23  -1.38  0.284
H  -0.89  -1.30  1.65  0.368


Record 3
The following is a quantum chemistry calculation of a structure of composition C5H12CaO3, from the Open Molecules 2025 dataset.

Calculated values
2S+1: 2
E_LUMO (spin up / spin down) (Eh): -0.1263 / -0.1464
E_HOMO (spin up / spin down) (eV): -9.8 / -12.6
Energy above the lowest of the compared OMol25 structures with the same formula, charge and spin (kcal/mol): 50.6
Net charge: +1
<S²>: 0.750
Gap between HOMO and LUMO (spin up / spin down) (eV): 6.3186 / 8.6242

Each line ends with the Mulliken charge.
Positions of all 21 atoms, in Å:
C  -0.18  0.67  -0.81  -0.407
C  1.69  -2.76  -0.44  -1.171
H  -1.44  2.38  -0.59  0.387
O  0.24  -0.47  -0.09  -0.619
O  2.47  -0.61  0.43  -0.432
C  -1.13  1.51  0.01  -0.532
H  -2.79  1.87  2.03  0.309
H  -4.03  0.78  1.34  0.244
H  2.34  -3.26  -1.18  0.334
C  1.85  -1.28  -0.58  0.521
H  -0.61  1.90  0.91  0.298
H  0.66  -3.03  -0.68  0.308
H  1.28  -0.03  0.80  0.477
H  -0.67  0.35  -1.74  0.323
H  2.18  -0.89  -1.55  0.416
O  -2.24  0.73  0.39  -0.293
C  -3.21  1.46  1.10  -0.733
H  -3.60  2.30  0.50  0.301
H  0.72  1.27  -1.03  0.315
Ca  4.54  0.20  0.58  0.629
H  1.91  -3.09  0.58  0.325